[1]
19
Properties=species:S:1:pos:R:3 method="wB97M-V/def2-TZVPD" total_energy_ev=-33147.14318 de_lowest_kcal_mol=123.1 smiles="CC#CCS(=O)#S(=O)C#CC" gap_ev=8.08
C 0.37565 -3.14988 -0.43848
C -0.76653 -2.88137 -0.25343
C -2.44912 2.84987 -0.28702
C -2.06655 1.82688 -0.77760
C 1.81429 -3.39173 -0.70197
C -2.90379 4.17959 0.06018
C -2.14461 -2.68215 0.07377
O -0.32822 0.02341 -1.54688
O -3.34191 -0.25639 1.33524
S -1.76907 0.12169 -1.25796
S -2.00635 -0.72603 0.95187
H 1.95997 -3.78906 -1.59673
H 1.97618 -4.21753 0.13412
H 2.48653 -2.60854 -0.41651
H -3.86751 4.13597 0.41430
H -2.37916 4.69325 0.80556
H -2.89066 4.92246 -0.80174
H -2.95239 -2.75662 -0.78796
H -2.60665 -3.26549 0.87733

=====

[2]
17
Properties=species:S:1:pos:R:3 method="wB97M-V/def2-TZVPD" total_energy_ev=-8324.17649 de_lowest_kcal_mol=72.8 gap_ev=8.66
C 1.66594 0.09521 -0.96631
C -1.08058 2.02992 -0.05571
C -0.39434 0.71098 0.17290
N -0.80672 -2.28223 0.23330
C -0.42637 -0.09098 1.27300
C 0.07196 -1.34727 0.71770
N 0.22692 0.01221 -0.80964
H -1.63726 -1.89181 -0.19690
H -0.40370 -3.02026 -0.32964
H -0.64701 0.11581 2.31389
H 0.99085 -1.79910 1.10223
H 2.04702 -0.80627 -1.45846
H 1.93557 0.93887 -1.61804
H 2.19950 0.21389 -0.00975
H -0.35160 2.84542 -0.03727
H -1.55734 2.03613 -1.03915
H -1.83285 2.23950 0.70783

=====

[3]
20
Properties=species:S:1:pos:R:3 method="wB97M-V/def2-TZVPD" total_energy_ev=-13353.50403 de_lowest_kcal_mol=44.0 gap_ev=9.76
C -1.60746 1.13212 1.69862
C -0.32696 0.83258 2.36333
C 1.54465 0.54359 0.87334
C 0.12325 -1.09804 -0.60442
C -0.30949 -0.38919 -2.64313
H -1.61269 2.17859 1.53112
H -1.52869 0.54615 0.70005
H -2.62656 0.87668 2.28019
H -0.38802 1.31967 3.35610
H -0.00509 -0.22367 2.63876
H 1.78715 -0.32911 1.48115
H 2.46523 1.04546 0.61001
H 0.98523 0.45743 -1.29064
H -0.97349 -2.62220 0.13049
H -0.43524 -1.60151 1.38722
N 0.93041 0.01451 -0.35069
N -0.20116 -1.92187 0.42193
N -0.31071 -1.35618 -1.80908
N -0.36095 0.49660 -3.37054
O 0.67314 1.44934 1.60097

=====

[4]
87
Properties=species:S:1:pos:R:3 method="wB97M-V/def2-TZVPD" total_energy_ev=-53081.12848 charge=+1 gap_ev=9.73
C 1.04274 4.15429 -1.52032
C 1.93620 3.19348 -2.33567
C 2.24437 1.85254 -1.62669
C 1.66550 0.61399 -2.33323
N 0.75232 -0.16227 -1.40321
C 1.47648 -1.24386 -0.65083
C 1.58401 -2.55829 -1.43783
C 1.08424 -2.47617 -2.88025
C -0.25727 -1.75766 -3.07261
Cl -1.60348 -2.92027 -3.16840
C -0.54815 -0.66110 -2.01471
C -1.50312 -0.97995 -0.85542
C -2.88828 -0.36675 -0.92879
O -3.85512 -1.15457 -1.62124
C -5.09045 -0.56976 -1.48219
C -5.80174 -0.41619 -2.78065
O -5.47456 -0.20988 -0.42281
H 0.14416 4.44101 -2.07531
H 1.57181 5.07892 -1.27648
H 0.71392 3.69924 -0.57929
H 2.89171 3.69146 -2.51861
H 1.49753 3.01102 -3.32260
H 1.88978 1.92287 -0.59040
H 3.32722 1.72956 -1.54192
H 2.44351 -0.07563 -2.65989
H 1.07249 0.89277 -3.20908
H 0.46284 0.52303 -0.69448
H 2.46040 -0.84242 -0.39379
H 0.94959 -1.39622 0.29380
H 1.02329 -3.33657 -0.90948
H 2.61899 -2.90754 -1.47512
H 1.82517 -1.94041 -3.48504
H 1.02846 -3.47806 -3.31023
H -0.23101 -1.26851 -4.04787
H -0.95382 0.20684 -2.54832
H -1.57301 -2.05378 -0.65631
H -1.07963 -0.51832 0.03826
H -2.83241 0.63904 -1.37615
H -3.24927 -0.23799 0.09003
H -6.74209 0.10806 -2.60647
H -6.01332 -1.39998 -3.21157
H -5.18407 0.14903 -3.48233
C 3.98203 4.34622 2.92799
C 2.97881 4.02406 1.84013
O 3.32351 2.84234 1.12130
H 4.97802 4.46359 2.50219
H 3.71179 5.26682 3.44659
H 4.02562 3.54130 3.66554
H 2.94514 4.82095 1.09714
H 1.97442 3.91998 2.26763
H 3.34990 2.12071 1.76143
C 3.35091 -1.72513 3.28286
C 3.42325 -0.32558 2.70600
O 4.67729 -0.03484 2.10759
H 4.13960 -1.87040 4.02039
H 2.38739 -1.90211 3.76285
H 3.48545 -2.47563 2.49871
H 3.29965 0.42051 3.49250
H 2.61329 -0.17223 1.97859
H 4.84802 -0.66768 1.40180
C -2.19010 1.27794 2.08219
C -0.97240 0.65736 2.74130
O 0.25705 1.23523 2.29670
H -2.09330 1.23843 0.99781
H -3.10344 0.75922 2.37264
H -2.30703 2.32889 2.34959
H -0.88195 -0.39807 2.47957
H -1.05525 0.70681 3.83056
H 0.25009 2.17428 2.51694
C 2.05475 -6.45977 -0.74358
C 2.32586 -6.45578 -2.23369
O 3.32437 -5.49877 -2.58914
H 1.76592 -5.45553 -0.42818
H 1.25609 -7.15024 -0.47201
H 2.94183 -6.73750 -0.17018
H 1.43276 -6.15656 -2.78340
H 2.61177 -7.45140 -2.58320
H 4.14604 -5.74536 -2.15018
C -6.36094 1.75584 3.32948
C -6.30863 2.76044 2.19412
O -5.36677 2.39570 1.19191
H -5.37633 1.65032 3.78888
H -7.06969 2.06790 4.09729
H -6.66888 0.77455 2.96106
H -5.99057 3.73700 2.55917
H -7.30232 2.87781 1.74975
H -5.63898 1.54344 0.81683

=====

Number 1: lowest unoccupied orbital energy -0.5 eV, HOMO -8.604 eV. Number 2: lowest unoccupied orbital energy 1.1 eV, HOMO -7.613 eV. Number 3: lowest unoccupied orbital energy 0.5 eV, HOMO -9.211 eV. Number 4: lowest unoccupied orbital energy -2.2 eV, HOMO -11.887 eV.